DFT (ωB97M-V/def2-TZVPD) results for a cluster of 3 separate species, C6H14O2 in total.

## Properties
- gap between HOMO and LUMO (alpha / beta) (eV) = 3.96 / 6.23
- electronic energy (eV) = -10542.246
- LUMO level (alpha / beta) (eV) = 3.80 / 3.72
- charge = -1
- spin multiplicity = 2
- max |F| (eV Å⁻¹) = 0.82
- energy relative to the best compared isomer or geometry (same formula, charge and spin) (kJ/mol) = 21.5

Structure (XYZ):
```
22
Properties=species:S:1:pos:R:3:forces:R:3
H -0.182407 2.578778 -1.524105 -0.21 -0.24 0.20
H 2.266456 -0.334975 2.146487 0.04 -0.33 0.11
H 0.714932 -1.425635 -2.298420 0.35 -0.26 0.12
H -0.457962 -0.590014 1.109085 -0.07 0.19 0.01
C 1.316092 0.205267 2.097495 -0.13 0.18 -0.15
O -3.107231 0.363729 1.165863 -0.28 -0.10 -0.08
C -1.097736 -1.402951 -1.227646 0.55 -0.14 -0.35
H 3.157130 -1.054958 -0.362389 0.25 -0.20 0.14
C 0.496816 -0.133832 0.869154 0.31 -0.60 0.21
H 2.817703 0.630775 -0.112486 0.11 0.38 0.51
H -0.253643 1.248768 -0.742460 -0.12 0.09 0.27
H -1.655919 -0.909200 -0.458943 -0.38 -0.18 0.31
H -3.394310 0.806463 1.966598 0.14 0.18 0.00
C 1.060869 -0.575607 -0.334187 -0.52 0.44 -0.46
C 2.482983 -0.246494 -0.643021 0.60 -0.08 0.04
C 0.272705 -1.210360 -1.328451 -0.48 0.33 0.02
H -2.567703 0.995627 0.672155 0.17 -0.04 0.05
H 1.624056 1.252552 2.222676 -0.25 0.16 -0.11
O -0.753247 2.073370 -0.927939 0.18 0.28 -0.31
H 0.702802 -0.059909 2.965869 0.31 0.09 0.13
H -1.623860 -1.940720 -1.999508 -0.21 0.05 -0.16
H 2.725230 -0.012024 -1.675146 -0.36 -0.19 -0.50
```
Positions in Å, forces in eV/Å.

Atom charges from the Mulliken analysis, given in e for atoms 1 to 6:
1 H 0.250
2 H 0.341
3 H 0.264
4 H 0.174
5 C -1.551
6 O -0.669

DFT (ωB97M-V/def2-TZVPD) results for the ion C2H3INO2 with charge -1.

## Properties
- gap between HOMO and LUMO (eV) = 7.80
- electronic energy (eV) = -15810.190
- LUMO level (eV) = 3.31
- charge = -1
- max |F| (eV Å⁻¹) = 2.64
- SMILES string = O=C([O-])NCI
- energy relative to the best compared isomer or geometry (same formula, charge and spin) (kJ/mol) = 20.1

Structure (XYZ):
```
9
Properties=species:S:1:pos:R:3:forces:R:3
C -0.396439 0.118410 -1.097231 0.93 -1.00 2.19
N 0.273583 -0.401484 -0.046182 1.97 -0.39 -1.71
H -1.419210 -0.028539 -0.941119 -1.76 0.58 -0.07
H 1.310950 -0.524758 -0.205849 -1.68 0.41 0.34
C 0.125334 -0.561422 1.615126 -0.41 0.60 -1.48
O 1.255009 -0.605608 1.987915 2.35 -0.36 1.05
O -0.971637 -0.586209 2.086603 -1.72 -0.05 -0.11
I -0.095904 2.535903 -1.280594 -0.17 0.70 -0.09
H -0.081686 0.053706 -2.118670 0.49 -0.50 -0.11
```
Positions in Å, forces in eV/Å.

Atom charges from the Mulliken analysis, given in e for atoms 1 to 6:
1 C -0.577
2 N -0.293
3 H 0.376
4 H 0.233
5 C 0.572
6 O -0.626

DFT (ωB97M-V/def2-TZVPD) results for a structure of composition C48H35Cl2N3O6P2RuSTe.

## Properties
- gap between HOMO and LUMO (alpha / beta) (eV) = 7.12 / 5.89
- electronic energy (eV) = -131429.742
- LUMO level (alpha / beta) (eV) = -0.50 / -1.82
- charge = 0
- spin multiplicity = 5
- max |F| (eV Å⁻¹) = 1.80
- energy relative to the best compared isomer or geometry (same formula, charge and spin) (kJ/mol) = 107.1

Structure (XYZ):
```
99
Properties=species:S:1:pos:R:3:forces:R:3
H -2.161587 2.854681 -3.422768 0.01 -0.04 -0.02
C 0.749591 -1.216250 3.177716 -0.03 0.04 0.00
C -2.152040 1.307945 -4.902296 -0.04 0.00 0.05
C 7.423971 -0.234193 0.983645 -0.05 -0.01 0.01
C 1.285773 1.872994 -2.481078 0.11 -0.09 0.05
C -2.419794 -0.877499 1.692785 0.05 -0.06 0.09
C -3.860304 2.496978 0.828401 -0.06 -0.15 0.01
H 1.786553 3.077933 1.907325 -0.03 0.05 0.01
C -2.800900 5.307320 -0.625190 0.11 0.00 0.10
O 0.211092 0.113987 3.212303 -0.08 0.06 0.04
C -1.795633 -0.449556 -2.786659 -0.12 0.05 0.01
C 6.251525 0.478716 1.202508 -0.08 0.00 0.07
H 1.719726 0.929890 -6.206327 -0.02 0.01 0.02
C 0.045133 0.850890 2.111604 0.63 -0.21 0.27
C 6.173695 -2.192070 0.286775 0.11 -0.12 -0.02
C -6.024067 3.293035 0.157614 0.00 0.01 0.01
H 0.562318 3.762673 -3.223692 -0.06 -0.02 0.03
C -3.557668 2.164025 -0.496938 -0.03 -0.32 0.30
H 1.996721 -0.118936 -2.072541 0.00 -0.04 0.02
O -0.401455 1.965892 2.229217 -0.19 0.11 -0.15
C 2.052470 3.866397 1.217819 -0.01 -0.09 -0.06
C 3.590149 -1.976107 0.335675 -0.33 -0.16 0.12
H -2.298740 1.997128 -5.725820 0.03 -0.03 0.02
H -2.079218 -0.432423 -6.159942 0.02 0.02 0.03
H -5.309418 3.308437 2.184052 0.04 0.02 -0.03
P -1.882881 1.487530 -0.792007 -0.01 0.69 -0.87
C -3.425522 -3.043948 1.550187 -0.02 0.04 -0.01
C 2.931216 6.066148 0.806720 0.01 0.00 0.00
H 1.373635 -1.312603 4.060697 0.02 0.02 0.03
H -3.725539 6.216259 1.099003 -0.07 0.00 -0.04
H -4.114236 5.607076 -3.723095 0.02 -0.02 0.01
Te -1.160951 4.525157 0.462420 0.03 0.18 -0.57
C -0.325479 -2.734398 -0.531405 -0.03 0.09 -0.09
C -1.841335 -0.932817 -4.088626 -0.02 -0.02 0.00
C -2.210030 -4.747932 0.165973 -0.05 -0.06 -0.04
C -3.997049 5.721712 -2.649957 -0.09 0.11 0.11
N 2.672979 -0.961899 0.554713 0.08 0.62 -0.01
C -5.084289 3.059029 1.153997 -0.01 -0.04 -0.02
Cl -3.377517 -5.989034 0.517980 0.04 0.04 0.02
C 1.905655 0.269917 -4.173321 -0.06 0.02 -0.06
H 0.856344 3.163053 -5.586485 0.04 0.00 0.03
H -1.727446 -1.994442 -4.273683 -0.02 0.04 0.03
C -1.913882 0.914367 -2.532408 -0.15 0.00 0.05
H -4.349662 2.019092 -2.491765 0.04 0.04 -0.04
C 1.599541 1.193933 -5.162655 0.01 -0.04 0.06
Cl 1.076076 -4.429122 -2.069319 -0.09 -0.02 -0.04
H -0.066296 -1.934801 3.226447 -0.07 -0.02 0.01
H -6.972175 3.758174 0.402401 0.04 -0.05 -0.01
H 3.301544 7.013902 1.177738 0.05 -0.04 -0.01
C -2.029588 -0.056211 -5.145054 -0.01 0.03 0.02
C 5.007973 -1.486207 0.509121 -0.01 0.11 0.14
C 1.748641 0.606018 -2.836935 0.11 0.13 0.06
H -5.577508 7.192137 -0.231755 0.02 -0.03 0.01
H 1.361861 -1.392216 2.298883 0.06 0.02 -0.07
C 1.125429 2.451750 -4.814240 0.04 0.04 -0.02
N -1.419525 -1.235539 0.917222 0.19 0.16 -0.13
H 6.132919 -3.216078 -0.062491 -0.03 0.03 0.00
C 2.826786 5.848194 -0.559645 0.03 0.03 -0.01
N -4.943071 6.430052 -2.032333 0.10 -0.03 0.06
C -3.770261 6.058200 0.026717 0.04 -0.05 0.09
C -0.764060 2.936086 -0.819819 0.36 -0.58 0.75
H -4.203521 -3.749155 1.811540 0.02 0.00 -0.01
C -1.144946 -5.027347 -0.641728 0.01 -0.07 -0.09
C -2.373055 -3.454448 0.706113 0.04 0.06 0.12
S 3.412055 0.423438 0.863457 0.50 0.30 -0.02
C -3.458342 -1.759310 2.021302 -0.07 -0.02 0.05
H -3.128463 2.308654 1.606883 0.01 0.07 -0.01
H 2.692594 5.203622 2.760253 -0.02 0.00 -0.03
H 6.259101 1.502175 1.557564 0.04 -0.04 -0.06
H 2.270969 4.482905 -2.107068 -0.04 0.04 -0.04
H -4.263567 -1.414912 2.656782 0.05 -0.01 -0.02
C -4.809055 6.598349 -0.716403 -0.01 -0.02 -0.17
C 5.063401 -0.181044 0.954489 -0.07 -0.18 -0.11
H -2.401577 0.130041 2.088501 -0.01 0.00 -0.02
H -1.019245 -6.025339 -1.040646 0.00 0.03 0.00
O 0.435855 -1.750352 -0.896437 0.25 0.42 0.16
H 8.379539 0.238637 1.173419 -0.02 -0.02 -0.03
O 2.906850 1.005768 2.085451 0.20 -0.03 0.12
C 1.891166 3.671624 -0.154455 0.11 -0.25 0.27
C 7.382693 -1.548068 0.516103 0.04 0.05 0.02
C -0.217439 -4.036218 -0.998610 0.10 0.02 -0.06
C -1.394784 -2.489731 0.383154 0.01 0.07 0.05
H -6.493161 3.070016 -1.924438 0.02 0.01 0.02
H 2.250822 -0.721866 -4.437970 0.01 0.03 0.02
O 3.323980 -3.135886 0.116805 -0.07 -0.01 -0.10
C 0.963041 2.789516 -3.480608 0.04 0.03 -0.06
H -1.667150 -1.137403 -1.963382 0.03 -0.02 -0.02
C -2.082326 1.791511 -3.605660 -0.02 -0.12 -0.06
H -2.150537 4.624736 -2.554796 -0.03 0.05 0.02
C -4.532892 2.334301 -1.474401 -0.02 0.02 0.06
C 2.315998 4.652832 -1.041942 0.04 -0.08 -0.03
P 0.955121 2.211042 -0.721885 -0.69 0.84 -0.47
H 3.152413 6.610018 -1.256518 -0.03 0.00 0.00
H 8.312666 -2.069013 0.325727 -0.02 -0.01 0.04
C -5.752894 2.916613 -1.149064 0.03 -0.07 -0.02
C -2.910473 5.158458 -1.998618 0.06 0.05 -0.11
C 2.573676 5.061079 1.693096 -0.06 0.00 0.00
O 3.416320 1.313098 -0.290557 -0.14 -0.02 0.01
Ru 0.307477 0.042029 0.283239 -0.90 -1.55 0.15
```
Positions in Å, forces in eV/Å.

Atom charges from the Mulliken analysis, given in e for atoms 1 to 6:
1 H 0.064
2 C -0.367
3 C -0.699
4 C -0.550
5 C 0.880
6 C -0.421

DFT (ωB97M-V/def2-TZVPD) results for a cluster of 2 separate species, C3H11NS in total.

## Properties
- gap between HOMO and LUMO (eV) = 9.27
- electronic energy (eV) = -15613.212
- LUMO level (eV) = 0.82
- charge = 0
- max |F| (eV Å⁻¹) = 2.40
- SMILES string = CSC.CN
- energy relative to the best compared isomer or geometry (same formula, charge and spin) (kJ/mol) = 148.4

Structure (XYZ):
```
16
Properties=species:S:1:pos:R:3:forces:R:3
H -2.252512 2.542861 1.054542 0.09 0.21 -0.28
N -1.276519 2.383540 1.275645 -0.29 -0.70 0.07
S 0.897699 -2.653691 -0.950145 0.02 -0.50 1.18
H 2.269429 -0.886445 -1.294062 -0.06 0.32 -1.99
H 0.084542 -0.682349 -2.276478 0.53 -0.05 0.65
H -0.703606 -2.160218 -2.605615 0.15 0.02 0.02
C -1.202311 2.354261 2.745852 -0.12 0.64 0.44
H 2.560640 -2.455876 -2.578619 -0.30 1.71 -0.61
C 2.353057 -1.924856 -1.640924 1.96 -0.48 1.30
H 3.324424 -2.093342 -1.128562 -0.76 -0.89 0.53
H -2.203771 2.251847 3.193347 0.25 0.40 0.00
H -1.131218 -1.370977 -1.169074 0.27 0.20 0.41
H -0.713447 3.298634 3.059734 -0.45 -0.54 0.21
H -1.097120 1.461044 0.890670 0.16 0.06 0.06
C -0.254761 -1.593728 -1.776326 -1.82 -0.31 -1.49
H -0.654527 1.529295 3.200016 0.36 -0.08 -0.51
```
Positions in Å, forces in eV/Å.

Atom charges from the Mulliken analysis, given in e for atoms 1 to 6:
1 H 0.238
2 N -0.562
3 S -0.083
4 H 0.328
5 H 0.295
6 H 0.293

DFT (ωB97M-V/def2-TZVPD) results for a cluster of 2 separate species, C3H10N3O in total.

## Properties
- gap between HOMO and LUMO (alpha / beta) (eV) = 4.22 / 7.36
- electronic energy (eV) = -9787.342
- LUMO level (alpha / beta) (eV) = 0.71 / 0.63
- charge = 0
- spin multiplicity = 2
- max |F| (eV Å⁻¹) = 0.78
- energy relative to the best compared isomer or geometry (same formula, charge and spin) (kJ/mol) = 213.6

Structure (XYZ):
```
17
Properties=species:S:1:pos:R:3:forces:R:3
H 2.169322 2.110369 -1.443487 -0.18 0.00 0.07
H 2.275345 -0.458554 -0.013198 0.01 -0.11 0.18
N -1.279332 0.292594 2.605510 -0.02 -0.28 0.05
N 2.222497 1.496499 -0.644906 0.28 -0.08 -0.14
C 1.964496 0.184883 -0.839471 -0.07 0.30 -0.08
O 1.400062 -0.249639 -1.831534 0.06 -0.02 0.10
H -0.595612 -1.779897 0.845868 0.09 0.25 -0.12
H -0.291449 -0.612756 -1.284438 -0.10 -0.07 -0.47
H -1.310007 1.271256 2.860544 -0.05 0.01 -0.05
H -1.604068 -1.638240 -1.479099 0.00 -0.07 -0.07
C -1.298223 -1.023696 0.510673 -0.35 -0.49 0.49
N -1.257445 -0.826943 -0.979452 0.13 0.20 0.17
H -2.724150 0.501510 1.077054 -0.04 0.06 0.11
C -1.772928 0.027077 1.295112 0.19 0.34 -0.40
H -0.335492 -0.053014 2.725022 0.03 0.06 -0.03
H 2.801470 1.787755 0.123386 -0.03 -0.05 0.03
H -1.834754 -0.018859 -1.228206 0.04 -0.04 0.16
```
Positions in Å, forces in eV/Å.

Atom charges from the Mulliken analysis, given in e for atoms 1 to 6:
1 H 0.233
2 H 0.348
3 N -0.615
4 N -0.345
5 C 0.168
6 O -0.716

> What is the formula in the fourth record?

C3H11NS

> Look up the max |F| of the fifth one.

0.78 eV Å⁻¹

> The lowest max |F| belongs to which entry?

C3H10N3O

> Which value of electronic energy does entry 4 give?

-15613.212 eV